1.
DFT (ωB97M-V/def2-TZVPD) results for a cluster of 2 separate species, C3H7N5 in total.

Cartesian coordinates (Å):
C1 -2.542 0.091 0.695
C2 -2.271 -0.313 -0.550
C3 -0.519 0.686 0.342
N1 -1.463 0.723 1.239
N2 -0.996 0.204 -0.846
N3 1.520 1.668 -0.228
N4 1.528 -1.174 0.748
N5 0.654 1.266 0.705
H1 -3.455 0.162 1.159
H2 -3.126 -0.622 -1.114
H3 -0.403 -0.382 -1.386
H4 2.432 1.933 0.223
H5 1.478 1.368 -1.213
H6 0.591 -1.561 0.586
H7 1.981 -1.166 1.622

Computed properties:
Lowest unoccupied orbital energy (alpha / beta) ... -0.322 / -0.116 eV
HOMO level (alpha / beta) ... -0.269 / -0.329 Eh
Relative energy (zero: lowest compared OMol25 entry of this formula, charge and spin) ... 463.4 kJ/mol
HOMO-LUMO gap (alpha / beta) ... 0.2573 / 0.3252 hartree

Atomic partial charges in e from the Löwdin method, atoms 1 to 2: number 1, C, carries -0.157; number 2, C, carries -0.113


2.
DFT (ωB97M-V/def2-TZVPD) results for a cluster of 2 separate species, C7H13N in total.

Cartesian coordinates (Å):
C1 -2.695 0.482 -0.786
C2 0.533 -0.155 -1.405
C3 0.175 -0.877 -0.181
C4 1.198 0.173 -0.078
C5 -0.526 -1.821 0.395
C6 0.842 1.484 0.591
C7 2.636 -0.246 0.148
N1 -3.033 0.089 0.399
H1 -3.381 1.289 -1.128
H2 1.103 -0.675 -2.162
H3 -0.198 0.536 -1.797
H4 -2.468 -0.636 0.834
H5 -0.428 -2.040 1.449
H6 -1.218 -2.430 -0.165
H7 -0.201 1.733 0.415
H8 1.465 2.285 0.195
H9 1.010 1.421 1.666
H10 2.893 -1.107 -0.463
H11 2.790 -0.511 1.194
H12 3.313 0.573 -0.099
H13 -3.809 0.433 0.974

Computed properties:
Lowest unoccupied orbital energy ... 0.983 eV
HOMO level ... -0.298 Eh
Relative energy (zero: lowest compared OMol25 entry of this formula, charge and spin) ... 388.9 kJ/mol
HOMO-LUMO gap ... 0.3341 hartree

Atomic partial charges in e from the Löwdin method, atoms 1 to 2: number 1, C, carries -0.048; number 2, C, carries -0.048


3.
DFT (ωB97M-V/def2-TZVPD) results for a structure of composition C13H28N7O2SV.

Cartesian coordinates (Å):
V1 -0.089 0.429 0.253
N1 1.991 -0.413 0.204
C1 2.558 -0.370 1.598
C2 1.601 0.348 2.522
O1 1.737 0.891 3.531
O2 0.255 0.295 1.866
H1 2.016 -1.379 -0.127
H2 2.624 0.089 -0.419
H3 3.513 0.152 1.621
H4 2.723 -1.381 1.974
C3 -0.944 5.965 -1.266
N2 -0.071 4.763 -1.286
C4 0.449 4.414 -2.628
C5 0.113 4.037 -0.211
S1 0.703 2.338 -0.535
N3 0.036 4.513 1.012
C6 -0.148 3.692 2.212
C7 0.347 5.939 1.296
H5 -1.572 5.906 -2.153
H6 -0.351 6.876 -1.305
H7 -1.573 5.954 -0.381
H8 0.589 5.349 -3.164
H9 -0.271 3.800 -3.168
H10 1.412 3.917 -2.558
H11 -0.608 2.741 1.961
H12 -0.820 4.223 2.883
H13 0.806 3.539 2.716
H14 0.907 6.363 0.467
H15 0.968 5.951 2.189
H16 -0.560 6.511 1.480
C8 -2.320 -0.424 -0.980
N4 -3.711 -0.698 -1.103
C9 -4.430 0.568 -1.336
N5 -4.245 1.484 -0.203
C10 -2.877 1.820 -0.051
N6 -2.033 0.540 0.221
C11 -2.666 -0.165 1.498
N7 -4.035 -0.417 1.269
C12 -4.221 -1.324 0.128
C13 -4.757 0.840 1.017
H17 -1.952 0.068 -1.886
H18 -1.775 -1.366 -0.800
H19 -5.489 0.345 -1.448
H20 -4.070 1.031 -2.255
H21 -2.717 2.471 0.809
H22 -2.472 2.270 -0.958
H23 -2.502 0.513 2.335
H24 -2.123 -1.098 1.661
H25 -5.281 -1.527 0.000
H26 -3.704 -2.266 0.310
H27 -4.636 1.508 1.869
H28 -5.814 0.622 0.889

Computed properties:
Lowest unoccupied orbital energy (alpha / beta) ... -12.544 / -11.796 eV
Net charge ... +3
HOMO level (alpha / beta) ... -0.668 / -0.669 Eh
Relative energy (zero: lowest compared OMol25 entry of this formula, charge and spin) ... 36.8 kJ/mol
HOMO-LUMO gap (alpha / beta) ... 0.2069 / 0.2358 hartree
Multiplicity ... 2

Atomic partial charges in e from the Löwdin method, atoms 1 to 2: number 1, V, carries 0.874; number 2, N, carries -0.012


4.
DFT (ωB97M-V/def2-TZVPD) results for an isolated molecule of C20H28N2.

Cartesian coordinates (Å):
H1 3.735 -3.082 1.813
N1 4.020 -2.110 1.718
C1 3.330 -1.456 0.859
C2 2.242 -1.948 0.054
C3 1.576 -1.163 -0.824
N2 1.871 0.153 -1.041
C4 1.069 0.954 -1.942
C5 0.090 1.873 -1.198
C6 -0.987 1.098 -0.442
C7 -1.901 2.033 0.348
C8 -2.929 1.291 1.201
C9 -3.977 0.541 0.381
C10 -5.061 -0.070 1.266
C11 -6.101 -0.827 0.450
C12 2.918 0.719 -0.326
C13 3.302 2.052 -0.521
C14 4.345 2.605 0.189
C15 5.045 1.852 1.122
C16 4.689 0.538 1.320
C17 3.639 -0.046 0.612
C18 0.531 -1.946 -1.572
C19 0.408 -3.238 -0.749
C20 1.726 -3.360 0.028
H2 0.514 0.285 -2.599
H3 1.732 1.552 -2.575
H4 -0.382 2.535 -1.927
H5 0.642 2.491 -0.488
H6 -1.585 0.526 -1.155
H7 -0.513 0.398 0.249
H8 -2.420 2.702 -0.344
H9 -1.284 2.652 1.004
H10 -2.411 0.587 1.858
H11 -3.441 2.017 1.838
H12 -3.500 -0.258 -0.191
H13 -4.439 1.230 -0.330
H14 -4.597 -0.750 1.985
H15 -5.553 0.724 1.833
H16 -6.863 -1.251 1.099
H17 -5.634 -1.638 -0.106
H18 -6.587 -0.162 -0.261
H19 2.793 2.675 -1.238
H20 4.615 3.637 0.012
H21 5.858 2.293 1.679
H22 5.206 -0.092 2.026
H23 -0.429 -1.437 -1.648
H24 0.888 -2.158 -2.586
H25 0.216 -4.107 -1.377
H26 -0.420 -3.140 -0.046
H27 1.574 -3.765 1.030
H28 2.438 -4.010 -0.491

Computed properties:
Lowest unoccupied orbital energy ... 0.728 eV
HOMO level ... -0.273 Eh
Relative energy (zero: lowest compared OMol25 entry of this formula, charge and spin) ... 6.6 kJ/mol
HOMO-LUMO gap ... 0.2997 hartree
SMILES ... [H]/N=c1\c2c(n(CCCCCCCC)c3ccccc13)CCC2

Atomic partial charges in e from the Löwdin method, atoms 1 to 2: number 1, H, carries 0.037; number 2, N, carries 0.127


5.
DFT (ωB97M-V/def2-TZVPD) results for an isolated molecule of C5H14N2.

Cartesian coordinates (Å):
C1 -1.120 -1.976 -0.791
C2 -1.119 -0.424 -0.633
C3 -2.480 0.234 -0.366
C4 -0.047 0.143 0.309
N1 1.011 0.856 -0.416
C5 2.002 1.387 0.479
N2 2.788 0.343 1.170
H1 -1.990 -2.437 -0.330
H2 -1.022 -2.187 -1.848
H3 -0.286 -2.348 -0.196
H4 -0.868 -0.032 -1.626
H5 -2.854 0.016 0.636
H6 -3.266 -0.117 -1.047
H7 -2.420 1.295 -0.596
H8 -0.514 0.766 1.073
H9 0.434 -0.692 0.839
H10 1.420 0.253 -1.112
H11 1.529 2.121 1.135
H12 2.701 2.006 -0.094
H13 2.341 0.202 2.066
H14 3.759 0.590 1.349

Computed properties:
Lowest unoccupied orbital energy ... 1.146 eV
HOMO level ... -0.323 Eh
Relative energy (zero: lowest compared OMol25 entry of this formula, charge and spin) ... 88.4 kJ/mol
HOMO-LUMO gap ... 0.3653 hartree
SMILES ... CC(C)CNCN

Atomic partial charges in e from the Löwdin method, atoms 1 to 2: number 1, C, carries -0.056; number 2, C, carries -0.406


6.
DFT (ωB97M-V/def2-TZVPD) results for a structure of composition C3H5MgNaO3.

Cartesian coordinates (Å):
H1 0.499 -2.737 -0.937
O1 0.742 0.527 1.208
C1 0.225 1.172 0.069
C2 -0.861 0.422 -0.675
O2 -0.358 -0.719 -1.427
C3 -0.408 -1.912 -0.959
O3 -0.282 -2.173 0.271
Na1 2.528 1.816 2.313
Mg1 0.078 -1.099 1.897
H2 1.037 1.397 -0.644
H3 -0.238 2.135 0.348
H4 -1.281 1.075 -1.446
H5 -1.680 0.096 -0.018

Computed properties:
Lowest unoccupied orbital energy ... -9.673 eV
Net charge ... +2
HOMO level ... -0.668 Eh
HOMO-LUMO gap ... 0.3121 hartree

Atomic partial charges in e from the Löwdin method, atoms 1 to 2: number 1, H, carries 0.269; number 2, O, carries -0.408


7.
DFT (ωB97M-V/def2-TZVPD) results for a cluster of 3 separate species, C30H53BN7O4S2 in total.

Cartesian coordinates (Å):
N1 -1.815 -1.196 -7.414
C1 -0.875 -1.952 -7.059
C2 -0.971 -3.007 -5.978
N2 -1.291 -2.444 -4.662
C3 -1.333 -1.151 -4.372
N3 -1.687 -1.030 -3.102
C4 -1.856 -2.260 -2.518
C5 -2.268 -2.564 -1.123
C6 -1.527 -1.848 0.010
C7 -1.351 -0.327 -0.108
S1 0.375 0.015 -0.609
C8 0.335 1.585 -1.376
S2 0.179 1.720 -3.029
N4 0.453 2.761 -0.617
C9 1.534 3.068 0.154
C10 1.286 4.288 0.698
N5 0.058 4.738 0.282
C11 -0.428 3.830 -0.498
C12 -1.602 -3.164 -3.514
B1 -1.659 -4.737 -3.485
O1 -1.168 -5.374 -2.358
O2 -2.203 -5.456 -4.510
H1 -2.672 -1.406 -6.895
H2 0.081 -1.846 -7.558
H3 -1.797 -3.661 -6.240
H4 -0.076 -3.616 -5.936
H5 -1.116 -0.345 -5.040
H6 -1.801 -0.124 -2.670
H7 -3.345 -2.457 -1.029
H8 -2.073 -3.624 -1.008
H9 -0.563 -2.316 0.182
H10 -2.118 -2.005 0.905
H11 -1.468 0.077 0.889
H12 -2.098 0.170 -0.718
H13 2.434 2.505 0.302
H14 1.914 4.869 1.339
H15 -1.363 3.816 -1.024
H16 -0.214 -5.499 -2.398
H17 -1.567 -6.093 -4.857
C13 -5.234 3.407 4.388
C14 -5.692 2.417 3.290
C15 -6.922 1.643 3.766
C16 -6.610 0.583 4.822
C17 -5.493 -0.346 4.347
C18 -4.242 0.406 3.895
N6 -4.577 1.490 2.926
O3 -4.788 0.977 1.756
C19 -3.508 0.975 5.124
C20 -3.263 -0.565 3.255
C21 -6.070 3.279 2.091
H18 -4.170 3.628 4.301
H19 -5.764 4.353 4.292
H20 -5.431 3.050 5.397
H21 -7.394 1.151 2.909
H22 -7.655 2.350 4.158
H23 -6.338 1.052 5.771
H24 -7.508 -0.004 5.023
H25 -5.224 -1.045 5.141
H26 -5.872 -0.952 3.517
H27 -2.677 1.613 4.820
H28 -3.097 0.159 5.718
H29 -4.147 1.543 5.793
H30 -3.712 -1.113 2.427
H31 -2.926 -1.302 3.983
H32 -2.385 -0.030 2.884
H33 -5.207 3.831 1.715
H34 -6.829 3.999 2.392
H35 -6.487 2.692 1.274
C22 5.655 -0.284 -2.488
C23 5.946 0.757 -1.380
C24 7.442 1.072 -1.343
C25 8.285 -0.048 -0.736
C26 7.743 -0.458 0.633
C27 6.255 -0.809 0.612
N7 5.457 0.261 -0.058
O4 5.292 1.257 0.749
C28 6.052 -2.164 -0.092
C29 5.756 -1.019 2.037
C30 5.178 2.010 -1.778
H36 4.751 -0.853 -2.264
H37 5.493 0.213 -3.444
H38 6.473 -0.984 -2.645
H39 7.604 1.983 -0.759
H40 7.786 1.289 -2.356
H41 8.322 -0.912 -1.407
H42 9.316 0.293 -0.631
H43 8.305 -1.311 1.017
H44 7.910 0.363 1.337
H45 4.989 -2.378 -0.222
H46 6.477 -2.961 0.518
H47 6.537 -2.235 -1.062
H48 5.945 -0.156 2.672
H49 6.272 -1.870 2.480
H50 4.685 -1.227 2.051
H51 4.103 1.817 -1.789
H52 5.476 2.329 -2.776
H53 5.370 2.846 -1.109

Computed properties:
Lowest unoccupied orbital energy (alpha / beta) ... -3.973 / -3.973 eV
Net charge ... +1
HOMO level (alpha / beta) ... -0.376 / -0.409 Eh
HOMO-LUMO gap (alpha / beta) ... 0.2298 / 0.2626 hartree
Multiplicity ... 3

Atomic partial charges in e from the Löwdin method, atoms 1 to 2: number 1, N, carries 0.132; number 2, C, carries -0.215


8.
DFT (ωB97M-V/def2-TZVPD) results for an isolated molecule of C12H24B2O9.

Cartesian coordinates (Å):
C1 1.907 0.712 -0.923
C2 1.330 -0.061 -2.134
O1 0.709 -1.274 -1.752
B1 -0.668 -1.442 -2.009
O2 -1.302 -0.442 -2.712
C3 -2.684 -0.543 -2.869
C4 -3.390 0.502 -2.032
O3 -3.007 0.486 -0.662
C5 -1.698 1.021 -0.395
C6 -1.442 1.573 1.005
O4 -0.126 2.106 1.225
B2 0.828 1.235 1.785
O5 2.211 1.480 1.738
C7 2.489 2.704 1.087
C8 3.243 2.585 -0.224
O6 2.468 1.974 -1.267
O7 0.371 0.047 2.349
C9 1.014 -0.864 3.179
C10 0.350 -2.269 3.045
O8 0.378 -2.776 1.749
C11 -0.546 -2.216 0.806
C12 -0.599 -3.103 -0.471
O9 -1.371 -2.532 -1.482
H1 1.075 0.914 -0.226
H2 2.651 0.086 -0.397
H3 2.075 -0.234 -2.940
H4 0.520 0.469 -2.615
H5 -2.877 -0.427 -3.941
H6 -3.045 -1.547 -2.592
H7 -3.258 1.511 -2.405
H8 -4.465 0.339 -2.095
H9 -1.039 0.191 -0.599
H10 -1.480 1.827 -1.139
H11 -2.127 2.387 1.237
H12 -1.632 0.840 1.776
H13 3.037 3.260 1.816
H14 1.524 3.243 0.916
H15 4.161 1.988 -0.087
H16 3.584 3.553 -0.586
H17 2.086 -0.895 2.941
H18 0.926 -0.518 4.210
H19 0.889 -3.004 3.649
H20 -0.727 -2.214 3.335
H21 -0.225 -1.199 0.602
H22 -1.546 -2.153 1.231
H23 -0.980 -4.083 -0.233
H24 0.409 -3.235 -0.895

Computed properties:
Lowest unoccupied orbital energy ... 0.695 eV
HOMO level ... -0.349 Eh
Relative energy (zero: lowest compared OMol25 entry of this formula, charge and spin) ... 0.0 kJ/mol
HOMO-LUMO gap ... 0.3745 hartree
SMILES ... C1COB2OCCOCCOB(OCCO1)OCCOCCO2

Atomic partial charges in e from the Löwdin method, atoms 1 to 2: number 1, C, carries -0.146; number 2, C, carries -0.116


The calculation returns the following strongest force on any atom values, one per record and in order: 0.0602, 0.0160, 0.0118, 0.0111, 0.0312, 0.1243, 0.0502, 0.0414 Eh/bohr.